No. 1
Formula: C11H11F8MnNO5
Source: the Open Molecules 2025 dataset
Level of theory: ωB97M-V with the def2-TZVPD basis set

Output
**E_tot**: -2805.7952 Ha
**<S²>**: 8.757
**Lowest unoccupied orbital energy (spin up / spin down)**: -12.398 / -12.599 eV
**Molecular weight**: 444.13 g mol⁻¹

```
! wB97M-V def2-TZVPD RIJCOSX def2/J DEFGRID3
* xyz 2 6
C 4.892 1.475 0.515
C 4.278 0.276 -0.274
O 2.844 0.257 -0.126
C 2.244 -0.701 -1.011
C 1.467 -1.790 -0.191
C -0.010 -1.976 -0.594
O -0.533 -2.999 -0.411
O -0.803 -0.938 -1.175
C -0.855 0.195 -0.338
C -1.062 -0.227 1.168
O -0.302 0.219 1.962
N -2.087 -1.139 1.610
C -2.405 -0.769 2.972
O -2.189 -1.449 3.861
F -3.014 0.431 3.096
C -1.842 1.281 -0.832
F -2.082 2.169 0.284
F -1.127 2.076 -1.802
C -3.150 0.782 -1.540
F -3.830 1.926 -1.877
F -2.922 0.140 -2.671
C -4.140 -0.060 -0.650
F -3.876 -1.352 -0.669
F -4.265 0.436 0.586
F -5.341 0.073 -1.225
H 5.539 1.144 1.355
H 5.509 2.139 -0.126
H 4.086 2.119 0.941
H 4.571 0.393 -1.345
H 4.737 -0.654 0.129
H 1.596 -0.140 -1.730
H 3.048 -1.214 -1.577
H 1.499 -1.586 0.905
H 1.977 -2.767 -0.323
H 0.171 0.666 -0.369
H -1.755 -2.110 1.649
Mn -0.867 3.674 -0.178
*
```


No. 2
Formula: C6H13O
Source: the Open Molecules 2025 dataset
Level of theory: ωB97M-V with the def2-TZVPD basis set

Output
**E_tot**: -311.5447 Ha
**Lowest unoccupied orbital energy**: 3.613 eV
**Molecular weight**: 101.17 g mol⁻¹
**Energy relative to the best compared isomer or geometry (same formula, charge and spin)**: 2.3768 eV

```
! wB97M-V def2-TZVPD RIJCOSX def2/J DEFGRID3
* xyz -1 1
C 1.539 -1.200 1.596
O 1.646 -2.231 2.332
C 0.118 -0.902 0.956
C 0.107 0.244 -0.086
C 1.141 -0.249 -1.197
C -1.404 0.338 -0.520
C -1.826 1.787 -0.762
H 1.778 -0.268 2.163
H 2.509 -1.120 0.967
H -0.452 -1.871 0.684
H -0.609 -0.448 1.800
H 0.686 1.156 0.227
H 0.773 -0.497 -2.117
H 1.949 0.425 -1.528
H 1.431 -1.194 -0.854
H -2.017 -0.140 0.278
H -1.505 -0.337 -1.422
H -1.231 2.148 -1.611
H -1.688 2.387 -0.005
H -2.946 1.973 -0.900
*
```